[1]
{
  "formula": "H4N2O2S",
  "method": "the ωB97M-V functional and the def2-TZVPD basis",
  "lumo_ev": -0.34,
  "largest_force_ha_per_bohr": 0.0759,
  "spin_multiplicity": 1,
  "total_energy_ha": -660.5005,
  "e_above_lowest_kj_mol": 194.0,
  "smiles": "N=S(=O)=O.N",
  "homo_energy_ev": -10.6,
  "orbital_gap_ev": 10.29,
  "species": ["S", "O", "O", "N", "N", "H", "H", "H", "H"],
  "xyz": [[0.241753, -1.785996, -0.637098], [-1.155205, -1.619822, -0.987629], [1.345130, -1.921991, -1.550358], [-0.314347, 2.059424, 0.382966], [0.725448, -1.926269, 0.822418], [-0.571988, 2.968183, 0.902106], [-0.777752, 1.996849, -0.491624], [-0.055121, -2.058623, 1.457354], [0.562084, 2.288244, 0.101865]],
  "forces_ev_per_a": [[0.712, -0.695, 2.224], [1.725, -0.125, -0.138], [-1.457, 0.563, -0.184], [-2.399, 1.296, 2.680], [-0.666, -0.076, -1.875], [-0.166, -1.994, -1.242], [-1.222, 0.206, -0.657], [-0.319, 0.388, 0.013], [3.792, 0.439, -0.820]]
}

[2]
{
  "formula": "H4N2O2S",
  "method": "the ωB97M-V functional and the def2-TZVPD basis",
  "lumo_ev": 0.25,
  "largest_force_ha_per_bohr": 0.0606,
  "spin_multiplicity": 1,
  "total_energy_ha": -660.4780,
  "e_above_lowest_kj_mol": 253.0,
  "smiles": "N=S(=N)=O.O",
  "homo_energy_ev": -10.8,
  "orbital_gap_ev": 11.10,
  "species": ["S", "O", "O", "N", "N", "H", "H", "H", "H"],
  "xyz": [[-1.792725, -0.110977, 0.320836], [-1.275436, 0.393094, -0.889705], [1.545689, -0.326082, -0.817317], [-1.764269, 0.783922, 1.559191], [-2.187899, -1.528440, 0.209389], [-2.517253, -2.084097, 1.015591], [-1.648556, 1.741461, 1.238219], [1.540768, 0.584000, -0.640775], [1.634369, -0.239993, -1.817213]],
  "forces_ev_per_a": [[0.588, 0.710, 1.174], [0.165, 1.072, -1.533], [0.457, -1.344, -2.771], [-0.761, -1.347, -0.460], [-0.556, -1.337, 1.204], [0.213, 0.909, -0.454], [0.265, 0.053, -0.004], [-0.119, 2.120, 1.108], [-0.251, -0.834, 1.737]]
}